# 1
A molecular structure, C54H59BiN4O11S3, computed with ωB97M-V with the def2-TZVPD basis set.

Summary:
Energy relative to the best compared isomer or geometry (same formula, charge and spin), eV: 0.0000
Kohn-Sham gap, eV: 5.99
HOMO energy, eV: -7.5

Structure (ORCA input):
```
! RIJCOSX wB97M-V def2-TZVPD def2/J DEFGRID3
* xyz 0 1
Bi 0.0570 0.4339 0.3262
O 3.7373 2.9162 2.0141
C 2.8522 2.2167 1.3046
O 1.8687 1.7220 1.7978
C 3.2210 2.0836 -0.1394
C 4.2743 2.7714 -0.7242
C 4.5217 2.5440 -2.0695
C 3.7370 1.6337 -2.7623
C 2.7220 0.9818 -2.0740
N 2.4668 1.2213 -0.8002
C 1.9154 -0.1457 -2.6774
O 1.5997 -0.0432 -3.9747
O 1.7311 -1.1644 -2.0694
H 3.3903 2.9735 2.9207
H 4.8633 3.4658 -0.1457
H 5.3251 3.0665 -2.5709
H 3.9240 1.4102 -3.8041
H 1.4616 0.8859 -4.2155
C -2.9405 -4.1270 6.5268
C -1.8632 -4.3639 5.4639
C -0.5192 -4.5498 6.1793
C -2.2003 -5.6514 4.6993
C -1.7873 -3.2077 4.4676
C -0.6704 -3.0141 3.6895
C -0.6119 -1.9742 2.7503
N 0.5275 -1.6939 2.0026
C 1.3204 -2.6006 1.5439
C 1.0073 -4.0112 1.3948
C 1.9026 -4.8576 0.8660
C 3.2482 -4.3715 0.5498
C 3.6518 -3.0917 0.6212
C 2.6538 -2.0856 1.0526
O 2.9011 -0.8949 1.1347
C 5.0714 -2.6381 0.2971
C 5.0574 -1.6460 -0.8734
C 5.6914 -1.9663 1.5311
C 5.9623 -3.8179 -0.0951
C 1.6033 -6.3183 0.5708
C 0.1533 -6.6773 0.8880
C 1.8601 -6.5996 -0.9176
C 2.5272 -7.1962 1.4282
C -1.6767 -1.0566 2.6096
O -1.6003 -0.0544 1.7748
C -2.8476 -1.2561 3.3918
C -2.8604 -2.3197 4.2751
C -4.0357 -0.2922 3.2666
C -5.1799 -0.6593 4.2157
C -4.6049 -0.3034 1.8405
C -3.5875 1.1376 3.6028
H -2.8786 -4.9040 7.2904
H -3.9455 -4.1657 6.1055
H -2.8122 -3.1601 7.0157
H -0.6146 -5.3081 6.9578
H -0.1912 -3.6194 6.6448
H 0.2642 -4.8828 5.4980
H -2.2581 -6.5039 5.3800
H -1.4356 -5.8647 3.9501
H -3.1587 -5.5572 4.1857
H 0.2110 -3.6284 3.8194
H 0.0018 -4.3250 1.6301
H 3.9603 -5.1162 0.2274
H 4.5232 -0.7393 -0.6062
H 4.5762 -2.0860 -1.7479
H 6.0842 -1.3831 -1.1379
H 5.1302 -1.0824 1.8285
H 6.7156 -1.6651 1.3052
H 5.7224 -2.6606 2.3731
H 5.6092 -4.3127 -1.0015
H 6.0316 -4.5586 0.7035
H 6.9694 -3.4498 -0.2932
H -0.5445 -6.0759 0.3031
H -0.0761 -6.5415 1.9461
H -0.0214 -7.7256 0.6435
H 1.2313 -5.9660 -1.5452
H 1.6289 -7.6420 -1.1417
H 2.8986 -6.4245 -1.1973
H 2.3589 -7.0115 2.4904
H 3.5799 -7.0101 1.2151
H 2.3296 -8.2505 1.2281
H -3.7447 -2.4680 4.8731
H -5.5690 -1.6612 4.0240
H -5.9981 0.0463 4.0655
H -4.8795 -0.5964 5.2632
H -5.0940 -1.2574 1.6282
H -3.8292 -0.1147 1.0988
H -5.3603 0.4790 1.7448
H -3.0932 1.1713 4.5757
H -4.4575 1.7962 3.6415
H -2.9047 1.5239 2.8495
C -2.5489 -2.9042 -0.0045
C -2.5086 -1.8411 -1.0411
N -1.6787 -0.8169 -1.1121
C -1.9434 -0.1740 -2.2948
C -2.9760 -0.7945 -2.9335
N -3.3202 -1.8409 -2.1179
C -3.6992 -0.6212 -4.2213
O -3.3016 0.3576 -5.0010
O -4.6015 -1.3823 -4.4880
C -1.0677 0.9339 -2.7470
O -1.2869 1.4656 -3.8474
O -0.0990 1.2040 -1.9799
H -1.6367 -2.8907 0.5868
H -2.6460 -3.8814 -0.4796
H -3.3868 -2.7613 0.6745
H -4.0451 -2.5015 -2.3592
H -2.4952 0.8333 -4.6089
O -0.9092 2.3005 0.5445
C -0.6999 3.6113 0.9641
C -0.5070 3.6715 2.4773
C -0.5797 2.6078 3.3210
C -0.4131 2.9485 4.6900
C -0.2359 4.2832 4.8736
S -0.2582 5.1250 3.3862
C -1.9776 4.3511 0.5557
C -2.6833 4.0756 -0.5771
C -3.8189 4.9089 -0.7450
C -3.9538 5.8064 0.2685
S -2.7098 5.6394 1.4283
C 0.4801 4.2524 0.2198
C 1.5131 5.0169 0.6877
C 2.3309 5.5563 -0.3422
C 1.8918 5.2023 -1.5800
S 0.5054 4.2103 -1.5041
H -0.7867 1.6088 2.9749
H -0.4481 2.2314 5.4963
H -0.1031 4.8260 5.7943
H -2.4023 3.2867 -1.2584
H -4.5025 4.8347 -1.5774
H -4.7224 6.5473 0.4091
H 1.7035 5.1959 1.7331
H 3.1954 6.1780 -0.1600
H 2.3190 5.4575 -2.5357
*
```



# 2
3 unconnected molecules or ions with the total composition C14H26BN3O8P at a distorted geometry, computed with ωB97M-V with the def2-TZVPD basis set.

Summary:
Kohn-Sham gap, eV: 8.64
HOMO energy, eV: -12.3

Structure (ORCA input):
```
! RIJCOSX wB97M-V def2-TZVPD def2/J DEFGRID3
* xyz 1 1
C -4.1318 1.2608 1.9352
N -4.5127 -0.1869 2.0228
C -4.1670 -0.9576 0.7896
C -2.7482 -0.4385 0.2507
N -2.4544 0.3154 -0.9563
C -1.0173 0.5202 -0.9029
N -0.4557 -0.0570 0.2716
B 0.9484 -0.0930 0.8145
C 2.2464 -0.7440 0.1003
O 1.1379 0.4804 2.1374
C -1.4852 -0.7253 1.0847
P -1.2747 -1.6388 2.7378
O -2.2867 -2.7917 2.9257
H -3.0461 1.4341 2.2902
H -4.3440 1.7419 0.9196
H -4.8122 1.8168 2.6907
H -3.8877 -0.5773 2.7575
H -4.1475 -2.0864 1.0389
H -5.0054 -0.8171 0.0166
H -3.1726 0.6108 -1.6301
H -0.4405 1.1036 -1.6963
H 3.1791 -0.3735 0.6963
H 2.2100 -1.8911 0.1159
H 2.4100 -0.4283 -0.9854
H 2.0912 0.4279 2.3831
H 0.0789 -2.0973 2.9447
H -1.5999 -0.6543 3.7551
C -2.4275 -3.8969 -3.5823
C -2.5075 -2.5760 -4.3161
C -1.6568 -2.5110 -5.5498
O -1.4211 -1.1120 -5.6738
C -1.4830 -0.5969 -4.4179
O -1.1561 0.5218 -4.1276
O -1.9636 -1.5149 -3.5297
H -2.8909 -3.8153 -2.5955
H -2.9309 -4.6868 -4.1439
H -1.3887 -4.1958 -3.4168
H -3.5533 -2.3298 -4.5311
H -2.1650 -2.8989 -6.4334
H -0.6907 -3.0139 -5.4417
C 5.0792 3.9588 3.6558
C 5.5873 3.2022 2.4481
C 4.7602 3.3969 1.2122
O 5.0289 2.2022 0.4833
C 5.3261 1.2455 1.4078
O 5.4258 0.0745 1.1642
O 5.4915 1.7924 2.6447
H 5.5863 3.6179 4.5619
H 5.2442 5.0325 3.5421
H 4.0103 3.7858 3.8109
H 6.6414 3.4430 2.2715
H 5.0578 4.2765 0.6398
H 3.6841 3.4440 1.4094
*
```



# 3
A molecular structure, C23H16AsF10N3O6RuS at a distorted geometry, computed with ωB97M-V with the def2-TZVPD basis set.

Summary:
Energy relative to the best compared isomer or geometry (same formula, charge and spin), eV: 0.3992
Kohn-Sham gap (spin up / spin down), eV: 7.43 / 7.63
HOMO energy (spin up / spin down), eV: -5.0 / -5.2

Structure (ORCA input):
```
! RIJCOSX wB97M-V def2-TZVPD def2/J DEFGRID3
* xyz -1 2
Ru 0.5810 0.5734 -0.0830
C 0.8632 3.0213 -2.1375
N 0.6541 2.7139 -0.7307
C 1.7625 3.1640 0.1188
C 2.9802 2.3261 -0.1832
N 2.4912 1.0257 -0.6072
C 3.3884 0.0189 -0.8916
C 2.9304 -1.0854 -1.6279
F 1.6611 -1.0618 -2.0802
C 3.7145 -2.1539 -1.9816
F 3.2029 -3.1629 -2.6938
C 5.0558 -2.1674 -1.6375
F 5.8442 -3.1907 -1.9958
C 5.5652 -1.0882 -0.9564
F 6.8671 -1.0580 -0.6410
C 4.7523 -0.0226 -0.5970
F 5.3533 0.9862 0.0689
C -0.6229 3.2051 -0.2107
C -1.7463 2.4364 -0.8276
N -1.3721 1.0331 -0.8268
C -2.3883 0.1200 -0.9867
C -2.0745 -1.2467 -1.0700
F -0.7725 -1.5593 -1.0502
C -2.9879 -2.2677 -1.1852
F -2.5754 -3.5373 -1.2707
C -4.3364 -1.9758 -1.2519
F -5.2536 -2.9516 -1.3542
C -4.7049 -0.6491 -1.2537
F -6.0012 -0.3278 -1.3836
C -3.7676 0.3648 -1.1428
F -4.2674 1.6183 -1.2320
H 0.8652 4.1073 -2.2873
H 0.0734 2.5744 -2.7382
H 1.8141 2.6062 -2.4635
H 1.4598 2.9920 1.1453
H 1.9756 4.2339 -0.0158
H 3.5957 2.3001 0.7191
H 3.5977 2.7567 -0.9821
H -0.7579 4.2848 -0.3731
H -0.6126 3.0031 0.8568
H -1.9468 2.7646 -1.8567
H -2.6371 2.6487 -0.2375
O -2.0476 1.4287 2.1420
As -0.6089 0.5433 2.8173
O -0.6666 1.0274 4.3726
O 0.5572 1.2911 1.7679
C -1.3976 -1.1550 2.3228
C -2.7644 -1.3287 2.4857
C -3.3218 -2.5768 2.2386
C -2.5282 -3.6374 1.8236
C -1.1605 -3.4676 1.6571
C -0.6122 -2.2248 1.9150
S 1.1281 -1.9387 1.9094
O 1.8157 -3.1931 1.9800
O 1.2922 -1.0370 3.0410
O 1.4089 -1.2344 0.6100
H -2.0738 2.2440 2.6591
H -3.3681 -0.4988 2.8230
H -4.3854 -2.7251 2.3787
H -2.9731 -4.6063 1.6365
H -0.5175 -4.2838 1.3557
*
```



# 4
A molecular structure, C16H35AsF9N5O8STl at a distorted geometry, computed with ωB97M-V with the def2-TZVPD basis set.

Summary:
Energy relative to the best compared isomer or geometry (same formula, charge and spin), eV: 8.2011
Kohn-Sham gap, eV: 1.37
HOMO energy, eV: -11.6

Structure (ORCA input):
```
! RIJCOSX wB97M-V def2-TZVPD def2/J DEFGRID3
* xyz 1 1
Tl 4.5407 -20.1015 20.7482
As 11.3039 -22.1113 20.6950
F 10.3254 -20.7833 19.9358
F 12.8477 -21.3107 20.3748
F 12.1188 -23.4949 21.4830
F 9.6458 -22.7547 21.2041
F 11.2315 -22.9676 19.1354
F 11.2443 -21.2680 22.3187
C -1.8971 -16.4691 25.1564
F -2.7461 -17.3449 25.6549
F -2.2316 -16.2722 23.8530
F -1.9473 -15.3107 25.8013
S -0.1610 -17.3208 25.2944
O 0.7800 -16.6210 24.4043
O 0.2286 -17.3924 26.7324
O -0.3572 -18.6195 24.6563
C 6.8516 -23.0583 28.4758
C 5.9434 -21.7919 28.5496
O 5.8386 -21.1472 27.5071
N 5.2880 -21.4245 29.6687
C 5.5962 -21.8765 31.0624
H 7.8604 -22.7634 28.7646
H 6.8671 -23.5331 27.4948
H 6.6025 -23.8614 29.1694
H 4.5991 -20.7113 29.4768
H 6.2441 -21.2484 31.6739
H 6.0022 -22.8880 31.0532
H 4.5770 -21.9239 31.4458
C 8.2533 -13.6947 24.2731
C 8.5094 -14.0171 22.8183
O 8.2638 -15.1299 22.3763
N 9.0729 -13.0936 21.9916
C 9.4874 -13.3390 20.6245
H 9.1913 -13.9194 24.7807
H 7.4225 -14.2602 24.6952
H 7.9961 -12.6389 24.3584
H 9.0812 -12.1508 22.3538
H 10.5600 -13.1785 20.5151
H 8.9385 -12.6360 19.9980
H 9.3363 -14.3214 20.1772
C -0.4662 -14.8159 16.1627
C 0.6485 -14.5787 17.1589
O 1.0067 -15.4665 17.9588
N 1.1343 -13.3401 17.0925
C 2.2861 -12.8936 17.9222
H -0.4282 -14.0943 15.3467
H -1.4494 -14.8814 16.6287
H -0.3382 -15.7617 15.6362
H 0.8704 -12.7046 16.3533
H 3.0604 -12.7600 17.1667
H 2.5694 -13.6638 18.6396
H 2.0003 -11.9570 18.4009
C -3.0587 -21.9262 17.7716
C -1.8288 -22.0140 16.9387
O -0.7555 -21.8618 17.4727
N -1.9284 -22.2888 15.6442
C -0.8292 -22.3400 14.7302
H -3.3190 -20.8815 17.9419
H -2.8478 -22.2771 18.7818
H -3.9504 -22.4020 17.3634
H -2.8544 -22.3295 15.2430
H -1.0225 -23.0787 13.9524
H 0.0349 -22.7277 15.2696
H -0.6430 -21.3514 14.3104
C 3.4389 -28.2897 22.8271
C 2.3556 -27.2647 23.0788
O 2.5650 -26.0498 22.8028
N 1.2023 -27.7272 23.4488
C -0.0448 -26.9645 23.4752
H 3.0548 -29.3096 22.8463
H 4.2294 -28.1516 23.5648
H 3.9317 -27.9760 21.9069
H 1.1463 -28.6769 23.7880
H -0.2524 -26.5154 22.5039
H -0.0060 -26.0959 24.1326
H -0.8736 -27.6051 23.7764
*
```